No. 1
2 unconnected molecules or ions with the total composition C5H9NO in a non-equilibrium geometry. Source: OMol25; level of theory: ωB97M-V/def2-TZVPD.

The geometry in XYZ format:
```
16
Properties=species:S:1:pos:R:3
C 0.677 -1.452 -0.144
C 0.076 -0.420 0.766
C 0.991 0.690 1.195
C -1.333 -0.408 1.035
N -0.855 -1.034 2.002
H 1.132 -0.998 -1.034
H -0.028 -2.218 -0.494
H 1.486 -1.981 0.379
H 1.864 0.263 1.707
H 0.510 1.402 1.874
H 1.367 1.226 0.316
H -2.321 -0.116 0.682
C -0.856 1.259 -2.082
O 0.357 1.261 -2.024
H -1.530 1.424 -2.954
H -1.537 1.104 -1.225
```

Calculated values
* HOMO energy: -9.29 eV
* SMILES: CC1(C)C=N1.C=O
* gap between HOMO and LUMO: 0.35441 Ha

No. 2
C5H9NO in the gas phase in a non-equilibrium geometry. Source: OMol25; level of theory: ωB97M-V/def2-TZVPD.

The geometry in XYZ format:
```
16
Properties=species:S:1:pos:R:3
C -1.029 -0.887 0.609
C -0.239 0.281 0.000
C -0.389 0.187 -1.524
C -0.804 1.514 0.582
N -1.245 2.419 1.154
C 1.250 0.254 0.405
O 1.743 -1.056 0.231
H -0.701 -1.813 0.129
H -0.884 -0.959 1.690
H -2.095 -0.743 0.406
H -1.425 0.354 -1.834
H -0.115 -0.838 -1.798
H 0.260 0.888 -2.058
H 1.800 0.970 -0.227
H 1.348 0.586 1.448
H 2.525 -1.157 0.785
```

Calculated values
* HOMO energy: -10.89 eV
* SMILES: CC(C)(C#N)CO
* gap between HOMO and LUMO: 0.42154 Ha

No. 3
A molecular structure, C5H9NO. Source: OMol25; level of theory: ωB97M-V/def2-TZVPD.

The geometry in XYZ format:
```
16
Properties=species:S:1:pos:R:3
C -1.847 -1.420 0.398
C -0.002 0.062 0.288
C -0.424 1.447 0.762
C 1.536 -0.243 0.329
N 1.495 -0.311 -1.128
C 0.147 -0.088 -1.233
O -0.604 -0.025 -2.175
H -2.540 -0.731 -0.146
H -0.776 -0.822 0.982
H -1.566 -2.154 -0.394
H -0.384 1.540 1.852
H -1.445 1.662 0.437
H 0.229 2.227 0.336
H 2.161 0.584 0.701
H 1.829 -1.176 0.812
H 2.192 -0.551 -1.821
```

Calculated values
* HOMO energy (spin up / spin down): -8.53 / -8.53 eV
* gap between HOMO and LUMO (spin up / spin down): 0.31045 / 0.31047 Ha

Relative energy (zero: lowest compared OMol25 entry of this formula, charge and spin) for every record listed, in sequence, given in kcal per mole: 88.63, 25.86, 128.96.